The following is a DFT calculation (wB97M-V/def2-TZVPD) of a cluster of 21 separate species, C56H126N14O42S7 in total.

Element x y z (Å)
C  -1.2806  -6.7467  -0.7382
C  -2.3610  -6.0371  -1.4986
O  -1.8937  -4.7476  -1.7165
S  -0.9376  -4.3252  -0.4694
O  -1.7532  -3.4353  0.3899
O  0.3384  -3.8524  -0.9274
O  -0.7130  -5.8381  0.1419
H  -0.5581  -7.1455  -1.4502
H  -1.7470  -7.6020  -0.2492
H  -3.3114  -5.8281  -1.0076
H  -2.5381  -6.4066  -2.5087
C  -1.8975  8.3620  3.0876
C  -2.4574  6.9198  2.8735
O  -2.3673  6.7999  1.4438
S  -1.1679  7.6613  0.6609
O  -1.6285  8.5308  -0.3890
O  0.0121  6.8424  0.3903
O  -0.8699  8.5251  2.0815
H  -1.5778  8.4717  4.1239
H  -2.6530  9.1037  2.8285
H  -3.4894  6.9872  3.2179
H  -1.8443  6.1667  3.3686
C  -1.2260  1.4197  0.6439
C  -1.9456  0.3651  -0.1928
O  -0.8314  -0.1863  -0.8715
S  0.5480  -0.3241  0.1291
O  1.7760  0.0667  -0.5304
O  0.5602  -1.6031  0.8496
O  -0.0512  0.8404  1.1482
H  -1.8168  1.6786  1.5226
H  -0.9448  2.3575  0.1648
H  -2.6177  0.7526  -0.9584
H  -2.3324  -0.3289  0.5535
C  5.6722  3.6172  3.6728
C  5.2758  2.0898  3.6071
O  6.4488  1.4236  3.6370
S  7.5395  2.0713  4.6936
O  8.9852  2.0651  4.2400
O  7.1416  1.6731  6.0227
O  6.8086  3.5651  4.4465
H  4.9310  4.1887  4.2314
H  5.8205  4.0869  2.7004
H  4.6876  1.8661  2.7171
H  4.8109  1.7874  4.5454
C  3.1844  -5.3199  -2.3964
C  2.6749  -6.6347  -1.9524
O  3.4870  -7.1648  -0.8848
S  4.9732  -6.4853  -0.8604
O  5.9991  -7.3854  -1.4221
O  5.2048  -5.8903  0.4925
O  4.5108  -5.2849  -1.9189
H  2.5233  -4.4965  -2.1261
H  3.2565  -5.1878  -3.4759
H  2.8244  -7.2669  -2.8276
H  1.6306  -6.5450  -1.6534
C  -2.5190  -2.7324  -4.2639
C  -1.2413  -1.9601  -4.1630
O  -0.3704  -2.7284  -4.9757
S  -0.6185  -4.3988  -4.8654
O  -0.0220  -4.9969  -3.6593
O  -0.3071  -4.9526  -6.1984
O  -2.2220  -4.0668  -4.6696
H  -3.2811  -2.1453  -4.7764
H  -3.0550  -2.8438  -3.3213
H  -0.7045  -1.8900  -3.2169
H  -1.3062  -1.0228  -4.7155
C  2.4681  4.7221  2.6289
C  2.0079  3.9841  1.4880
O  1.8622  2.5962  2.0097
S  1.2767  2.6402  3.5422
O  1.7910  1.4822  4.2700
O  -0.1979  2.9397  3.4612
O  2.1096  4.0427  3.7675
H  2.0647  5.7340  2.6682
H  3.5578  4.7422  2.6407
H  2.7334  3.9664  0.6747
H  1.0258  4.2163  1.0762
C  -3.3512  2.7470  6.9529
C  -4.1002  1.5285  6.5837
O  -3.4082  0.5126  6.2417
N  -5.4289  1.4416  6.7569
C  -6.4153  2.5313  6.6769
H  -2.4767  2.8964  6.3197
H  -2.8078  2.4439  7.8478
H  -3.9501  3.6329  7.1641
H  -5.7640  0.5001  6.6104
H  -7.3325  2.0144  6.3944
H  -6.0874  3.2352  5.9120
H  -6.4694  3.0274  7.6459
C  -4.1039  6.0928  -4.1186
C  -3.4746  4.8190  -3.5690
O  -2.9760  3.9928  -4.2813
N  -3.4525  4.7355  -2.1926
C  -2.7072  3.7047  -1.4206
H  -3.6242  6.2787  -5.0796
H  -3.9338  6.9908  -3.5246
H  -5.1789  5.9443  -4.2209
H  -4.3447  4.9657  -1.7789
H  -3.2108  3.5682  -0.4636
H  -1.6481  3.9479  -1.3343
H  -2.7799  2.8398  -2.0800
C  -2.8014  0.7726  -6.6708
C  -4.0405  1.5069  -7.0751
O  -4.6991  1.2273  -8.0441
N  -4.1594  2.7834  -6.5226
C  -5.2602  3.7263  -6.7992
H  -2.7678  0.5424  -5.6059
H  -2.0210  1.5066  -6.8713
H  -2.6940  -0.1487  -7.2432
H  -3.4696  3.1552  -5.8854
H  -5.9381  4.1123  -6.0379
H  -6.0871  3.3424  -7.3966
H  -4.8980  4.6854  -7.1694
C  0.2361  -6.7342  2.8963
C  -0.0286  -7.2144  4.2903
O  -0.5774  -8.3514  4.3919
N  0.3889  -6.4534  5.3298
C  -0.2327  -6.4261  6.7386
H  -0.2976  -7.3328  2.1581
H  1.2790  -6.8477  2.6004
H  -0.1425  -5.7219  2.7552
H  0.6773  -5.5482  4.9869
H  0.0017  -7.3656  7.2389
H  -1.3036  -6.3412  6.5538
H  0.2479  -5.6628  7.3506
C  7.3547  -4.2938  -2.1577
C  6.6338  -3.0233  -2.3142
O  6.7831  -2.3631  -3.3868
N  5.8891  -2.4897  -1.3894
C  5.0617  -1.3208  -1.5291
H  7.1738  -4.8777  -1.2552
H  8.4208  -4.1616  -2.3424
H  7.0789  -4.9338  -2.9958
H  5.8761  -3.1866  -0.6585
H  5.6860  -0.4364  -1.4020
H  4.4382  -1.1900  -0.6446
H  4.4763  -1.0117  -2.3951
C  -4.7566  0.7075  -2.5769
C  -5.2502  -0.6625  -2.3494
O  -5.4517  -1.3915  -3.2989
N  -5.3677  -0.9601  -1.0338
C  -5.8508  -2.2742  -0.6255
H  -4.6440  1.3174  -1.6805
H  -5.4911  1.2467  -3.1752
H  -3.8464  0.5547  -3.1567
H  -5.0496  -0.2883  -0.3500
H  -6.2361  -2.3442  0.3918
H  -4.9254  -2.8212  -0.4451
H  -6.5204  -2.6453  -1.4013
C  6.6062  -1.5870  1.9536
C  7.5939  -2.7596  2.1123
O  7.3567  -3.6568  1.3621
N  8.6562  -2.7364  2.9013
C  9.0665  -1.6363  3.7811
H  5.6100  -1.9999  1.7948
H  6.9129  -0.8646  1.1972
H  6.4804  -1.0149  2.8728
H  9.3055  -3.5100  2.9043
H  9.6694  -1.7188  4.6854
H  8.2659  -0.9394  4.0292
H  9.6619  -0.9252  3.2083
C  3.3159  -2.9057  5.6028
C  3.0966  -3.6213  4.2848
O  2.7088  -4.7568  4.3257
N  3.3284  -3.0241  3.1202
C  3.1952  -3.7333  1.8203
H  4.1937  -2.3018  5.3729
H  3.4995  -3.5433  6.4676
H  2.4072  -2.3064  5.6593
H  3.4062  -2.0175  3.1487
H  4.0787  -3.6069  1.1946
H  2.3771  -3.3273  1.2253
H  2.8833  -4.7714  1.9352
C  -4.6131  2.4110  2.8201
C  -4.6614  0.8870  2.4198
O  -4.7347  0.6142  1.1995
N  -4.6830  -0.0042  3.4060
C  -5.1642  -1.3402  3.1543
H  -4.8342  3.1782  2.0780
H  -3.6495  2.6557  3.2670
H  -5.3501  2.5629  3.6087
H  -4.4596  0.3231  4.3350
H  -4.7884  -1.9264  3.9929
H  -4.9495  -1.7452  2.1654
H  -6.2352  -1.1788  3.2775
C  3.3445  -2.8960  -4.8758
C  4.1534  -3.9027  -5.7290
O  3.7182  -4.1318  -6.8548
N  5.1807  -4.6013  -5.2532
C  5.8100  -5.7255  -6.0319
H  3.9442  -2.0466  -5.2030
H  3.3172  -3.0765  -3.8012
H  2.2948  -2.9199  -5.1683
H  5.6448  -4.2256  -4.4386
H  5.0567  -6.4742  -6.2767
H  6.4626  -6.3017  -5.3761
H  6.1902  -5.3999  -7.0001
C  2.0252  2.2072  -3.1218
C  0.9385  3.2733  -3.0963
O  0.8968  3.8832  -2.0511
N  0.1111  3.5313  -4.1089
C  0.0708  2.8149  -5.4683
H  2.8955  2.4961  -3.7110
H  1.6470  1.3412  -3.6650
H  2.3445  1.8246  -2.1523
H  -0.6110  4.2253  -3.9782
H  -0.7172  3.1783  -6.1280
H  -0.2076  1.7643  -5.3855
H  1.0318  3.0085  -5.9448
C  -7.7357  3.1896  -1.4427
C  -7.3985  4.5435  -1.9488
O  -6.4676  5.1631  -1.5048
N  -8.3165  5.1234  -2.6899
C  -8.0810  6.4421  -3.2746
H  -7.6591  3.0741  -0.3616
H  -7.0573  2.5124  -1.9617
H  -8.7077  2.8469  -1.7975
H  -9.2335  4.7317  -2.8503
H  -8.4120  7.1767  -2.5405
H  -8.6404  6.5947  -4.1975
H  -7.0205  6.6658  -3.3905
C  -3.1879  -4.5174  3.3160
C  -2.3429  -3.5801  4.1821
O  -2.3211  -3.6479  5.4043
N  -1.7493  -2.5939  3.4889
C  -1.1233  -1.4344  4.1265
H  -2.4947  -5.3482  3.1840
H  -3.5111  -4.1142  2.3563
H  -4.0426  -4.7415  3.9542
H  -1.7457  -2.7956  2.4992
H  -1.2243  -0.7364  3.2954
H  -0.1087  -1.5011  4.5194
H  -1.8104  -1.1711  4.9306
C  5.2023  4.2450  -1.6345
C  4.4850  5.4948  -1.0014
O  4.9257  5.9683  0.0523
N  3.4190  6.0130  -1.6470
C  2.6629  7.1878  -1.3023
H  4.5635  3.6886  -2.3203
H  5.5846  3.6250  -0.8236
H  6.1179  4.5505  -2.1410
H  3.1104  5.4864  -2.4517
H  2.3376  7.1500  -0.2627
H  1.8102  7.3779  -1.9542
H  3.3431  8.0120  -1.5167

Values from the calculation:
total energy	-8923.08995	Ha
orbital gap	8.09	eV
E_LUMO	-0.484	eV
multiplicity	1
HOMO energy	-8.575	eV